Entry 1:
{
  "formula": "C11H16N2O",
  "method": "wB97M-V/def2-TZVPD",
  "e_tot_ha": -613.406477,
  "multiplicity": 1,
  "homo_energy_ev": [-6.85, -6.85],
  "homo_lumo_gap_ha": [0.278, 0.278],
  "relative_energy_ev": 2.289,
  "symbols": ["C", "C", "C", "C", "C", "C", "C", "C", "C", "C", "C", "N", "N", "O", "H", "H", "H", "H", "H", "H", "H", "H", "H", "H", "H", "H", "H", "H", "H", "H"],
  "positions_angstrom": [[-0.3771, -2.8101, -0.3103], [-0.3766, -1.2873, -1.9054], [-0.7334, -1.4626, -0.5742], [-0.9871, 1.8388, -0.5779], [-1.7313, 0.8029, -0.2034], [0.5052, 1.9936, -0.5416], [1.3219, 0.8437, 0.0741], [0.6774, 0.2714, 1.2985], [-1.2747, -0.4854, 0.3393], [2.7408, 1.3410, 0.3906], [-2.0537, -0.9698, 1.5305], [0.1388, -3.3898, -1.3722], [0.1348, -2.4645, -2.3295], [0.2669, 1.1050, 2.2983], [-0.4829, -3.3621, 0.6030], [-0.4823, -0.4401, -2.5553], [-1.4924, 2.7268, -0.9439], [-2.8134, 0.9228, -0.2409], [0.8608, 2.1485, -1.5672], [0.7290, 2.9277, -0.0072], [1.3998, 0.0344, -0.6594], [1.0806, -0.6497, 1.6942], [3.1935, 1.7775, -0.4980], [3.3648, 0.5184, 0.7313], [2.7161, 2.0953, 1.1760], [-3.0957, -1.1660, 1.2551], [-2.0476, -0.2116, 2.3159], [-1.6240, -1.8864, 1.9294], [0.4895, -2.6869, -3.2466], [-0.0479, 1.9246, 1.8970]],
  "atomic_forces_ev_per_a": [[-0.08, 0.39, -0.23], [-0.24, -0.04, 0.40], [0.05, -0.22, -0.69], [0.07, 0.28, -0.14], [-0.24, -0.09, 0.08], [-0.04, -0.31, 0.08], [0.21, 0.25, 0.29], [-2.78, -0.88, -1.46], [2.77, 1.17, 1.68], [-0.19, -0.16, -0.07], [0.01, 0.05, -0.20], [0.32, -0.69, -0.24], [0.02, 0.07, -0.06], [0.30, 0.12, -0.06], [0.00, -0.14, 0.15], [-0.01, 0.13, -0.08], [-0.14, -0.01, 0.01], [-0.07, 0.10, -0.07], [0.07, 0.08, 0.09], [0.05, 0.00, -0.10], [-0.08, 0.01, 0.15], [0.06, -0.10, 0.08], [0.10, 0.06, -0.07], [0.11, -0.05, 0.02], [0.01, 0.08, 0.04], [-0.06, -0.05, 0.05], [0.00, -0.03, 0.01], [-0.06, -0.03, 0.08], [-0.08, -0.02, 0.23], [-0.11, 0.03, 0.04]],
  "lowdin_charge": [-0.113, -0.059, -0.221, -0.104, -0.084, -0.165, -0.358, -0.153, -0.284, -0.059, -0.058, 0.022, -0.037, 0.014, 0.102, 0.120, 0.101, 0.114, 0.123, 0.118, 0.126, 0.132, 0.078, 0.080, 0.080, 0.087, 0.079, 0.071, 0.149, 0.100]
}


Entry 2:
{
  "formula": "C11H16N4O2",
  "method": "wB97M-V/def2-TZVPD",
  "smiles": "CCN1CC(=O)N(CC)c2ncn(C)c2C1=O",
  "e_tot_ha": -798.222638,
  "multiplicity": 1,
  "homo_energy_ev": -8.34,
  "homo_lumo_gap_ha": 0.332,
  "relative_energy_ev": 3.128,
  "symbols": ["O", "O", "N", "C", "C", "C", "C", "C", "N", "N", "N", "C", "C", "C", "C", "C", "C", "H", "H", "H", "H", "H", "H", "H", "H", "H", "H", "H", "H", "H", "H", "H", "H"],
  "positions_angstrom": [[0.1417, -0.0363, 3.0964], [-0.1249, 0.0646, -2.3766], [3.2653, 1.0901, 0.1160], [0.4371, -0.2618, 1.9110], [0.0047, 0.1500, -1.1534], [3.7997, 0.7426, 1.2151], [1.7156, 0.1789, 1.3902], [1.9152, 0.7926, 0.2384], [2.9136, 0.0194, 1.9295], [0.9088, 1.1335, -0.6553], [-0.6141, -0.7585, 1.1608], [3.1587, -0.5086, 3.2626], [-0.3051, -1.0232, -0.2732], [0.0850, 2.9491, -2.1704], [-2.8129, 0.4836, 1.0856], [1.2285, 2.3838, -1.3974], [-1.9649, -0.6559, 1.7208], [4.9506, 0.8850, 1.2697], [2.7885, 0.2000, 4.0344], [4.2350, -0.7137, 3.4625], [2.5675, -1.4383, 3.3942], [-1.0288, -1.6055, -0.7156], [0.6429, -1.5869, -0.4041], [-0.8332, 2.5791, -1.6775], [0.0556, 2.6557, -3.2244], [0.2086, 4.0032, -2.2789], [-3.7935, 0.5776, 1.6063], [-2.3409, 1.4942, 1.2263], [-3.0351, 0.4633, -0.0119], [2.1625, 2.2316, -2.0472], [1.6280, 3.0816, -0.6176], [-2.0496, -0.5065, 2.8351], [-2.4473, -1.6015, 1.5112]],
  "atomic_forces_ev_per_a": [[1.45, -0.08, -0.18], [-1.18, 0.31, 1.61], [-2.19, 2.19, -2.81], [-2.97, 0.51, 2.99], [2.80, 0.58, -2.59], [2.93, -1.16, -0.19], [-2.03, -2.02, -0.42], [0.49, 0.85, -1.49], [2.93, -0.23, 3.96], [-0.53, 0.53, -0.69], [2.55, 0.44, -1.18], [-0.32, -0.28, 1.17], [1.07, 1.18, 1.92], [-0.59, -0.85, -0.60], [-0.15, 1.34, -0.13], [2.43, -0.50, -0.24], [-1.33, 0.53, -0.47], [-2.31, -0.72, 0.89], [0.24, -0.41, -0.49], [-0.79, 0.18, -0.55], [0.50, 0.50, -0.09], [-1.84, -1.13, -0.97], [-0.42, 0.00, 0.67], [0.07, 0.94, -0.40], [0.01, -0.65, 0.32], [-0.39, 0.97, 0.65], [0.60, -0.33, -0.33], [-0.10, -0.96, 0.10], [0.34, -0.59, 0.81], [-1.35, -0.06, 0.67], [-0.69, -0.46, -0.50], [1.02, -0.28, -1.38], [-0.25, -0.31, -0.06]],
  "lowdin_charge": [0.033, 0.077, 0.139, -0.342, -0.359, -0.165, -0.144, -0.249, -0.068, 0.024, -0.023, -0.011, -0.029, -0.097, -0.088, -0.209, -0.188, 0.169, 0.101, 0.099, 0.101, 0.107, 0.159, 0.085, 0.077, 0.063, 0.074, 0.083, 0.075, 0.139, 0.126, 0.133, 0.107]
}


Entry 3:
{
  "formula": "C11H16N4O2",
  "method": "wB97M-V/def2-TZVPD",
  "e_tot_ha": -798.115587,
  "multiplicity": 1,
  "homo_energy_ev": -9.36,
  "homo_lumo_gap_ha": 0.354,
  "relative_energy_ev": 6.041,
  "symbols": ["N", "O", "O", "N", "N", "C", "C", "N", "C", "C", "C", "C", "C", "C", "C", "C", "C", "H", "H", "H", "H", "H", "H", "H", "H", "H", "H", "H", "H", "H", "H", "H", "H"],
  "positions_angstrom": [[-1.7303, -1.2436, 4.1084], [-1.0024, -1.6582, 0.6659], [-3.0313, 1.2354, -1.2594], [-3.4361, -1.1164, 2.1769], [-2.5972, -1.1787, 3.1711], [-1.6694, -0.6365, 0.3832], [-1.8024, 1.2014, -1.1649], [-1.1204, 0.3847, -0.2331], [-3.1993, -0.6019, 0.8274], [-0.8744, 2.1643, -1.8349], [2.7712, -1.1453, 0.1408], [1.9152, -1.5915, -0.9057], [1.9987, -0.5757, 1.2880], [0.3662, 1.9353, -0.9257], [0.9581, -0.4527, -1.4843], [1.2029, 0.7283, 0.8664], [0.3215, 0.5796, -0.4648], [-3.5454, -1.2479, 0.0677], [-3.7285, 0.3520, 0.6912], [-1.4244, 3.1252, -1.7994], [-0.6792, 1.8102, -2.8178], [3.5538, -0.4811, -0.1400], [3.2187, -2.1074, 0.4420], [1.3674, -2.4770, -0.6837], [2.6000, -1.9810, -1.6597], [2.6659, -0.2727, 2.0339], [1.3419, -1.3494, 1.6336], [0.2071, 2.6718, -0.0985], [1.2836, 2.1452, -1.4865], [0.1057, -0.9250, -1.9994], [1.5439, 0.2242, -2.0888], [0.5075, 0.9219, 1.6785], [1.9113, 1.5624, 0.8716]],
  "atomic_forces_ev_per_a": [[-7.85, 0.45, -7.95], [-1.38, 2.29, -0.40], [1.92, -0.49, -0.18], [2.07, -1.02, 4.47], [4.97, 0.35, 2.36], [-0.52, -4.20, 2.91], [-3.38, 0.54, 0.86], [1.14, 2.59, -2.31], [2.64, 1.18, 0.28], [0.00, -0.64, 1.43], [0.96, -1.03, 2.67], [-1.76, 0.93, -3.61], [-1.16, 1.26, -1.25], [-0.95, 4.52, -2.20], [-0.26, -0.50, 1.21], [-0.34, -2.84, 0.59], [2.47, -2.50, 2.48], [-1.28, -1.19, -0.32], [0.54, -0.28, 0.21], [0.83, -0.37, -0.28], [-0.03, 0.00, -1.10], [0.70, 0.61, -0.63], [0.57, 0.56, 0.50], [-0.85, -0.40, 0.80], [-0.29, 0.37, -0.87], [0.92, 0.28, 1.50], [-0.55, -0.16, 0.46], [0.62, -0.66, -0.42], [-0.06, 0.19, 0.50], [0.57, 0.28, -0.34], [0.19, -0.34, -0.85], [-0.22, 0.27, 0.11], [-0.22, -0.07, -0.65]],
  "lowdin_charge": [0.162, 0.072, 0.075, 0.037, -0.172, -0.360, -0.358, 0.096, -0.091, -0.034, -0.261, -0.209, -0.167, -0.168, -0.030, -0.062, -0.391, 0.104, 0.110, 0.143, 0.117, 0.114, 0.130, 0.103, 0.114, 0.088, 0.099, 0.145, 0.134, 0.126, 0.103, 0.114, 0.115]
}